A cluster of 2 separate species, C5H13NO in total in a non-equilibrium geometry, computed with ωB97M-V with the def2-TZVPD basis set.

Kohn-Sham gap (alpha / beta) (eV): 2.02 / 8.05
E_HOMO (alpha / beta) (Eh): 0.0448 / -0.1816
Energy relative to the best compared isomer or geometry (same formula, charge and spin) (eV): 1.2802

ORCA input file:
```
! wB97M-V def2-TZVPD RIJCOSX def2/J DEFGRID3
* xyz -1 2
C 0.568 -1.421 0.051
N -2.265 -1.507 -0.580
C -1.574 -0.265 -0.533
C -0.264 -0.225 -0.188
C 0.537 1.114 -0.201
C -2.477 1.000 -0.462
H 1.261 -1.302 0.882
H -0.069 -2.299 0.205
H 1.258 -1.629 -0.796
H -1.922 -2.210 -1.218
H -3.221 -1.324 -0.860
H -0.141 1.922 -0.052
H 1.361 1.056 0.498
H 0.941 1.294 -1.208
H -2.754 1.147 0.598
H -3.330 0.861 -1.131
H -1.926 1.903 -0.674
H 4.565 0.341 2.596
H 4.861 1.235 1.454
O 4.590 0.310 1.618
*
```

Results of the natural (NBO) charge analysis, in e, for atoms 1 through 5:
1. C -0.68
2. N -0.84
3. C 0.12
4. C -0.05
5. C -0.75

***

A cluster of 3 separate species, C5H13NO in total in a non-equilibrium geometry, computed with ωB97M-V with the def2-TZVPD basis set.

Kohn-Sham gap (alpha / beta) (eV): 6.86 / 6.04
E_HOMO (alpha / beta) (Eh): -0.1060 / -0.1059
Energy relative to the best compared isomer or geometry (same formula, charge and spin) (eV): 2.5946

ORCA input file:
```
! wB97M-V def2-TZVPD RIJCOSX def2/J DEFGRID3
* xyz -1 2
C 1.198 1.991 0.005
N 0.749 1.039 -0.960
C -0.019 -1.945 -0.052
C -1.248 -1.413 -0.666
C -1.870 -0.211 -0.350
C -1.957 0.571 0.831
O 2.285 -0.330 0.676
H 2.267 1.774 0.244
H 1.067 3.028 -0.316
H 0.689 1.796 0.972
H 1.430 0.288 -0.881
H 0.095 -1.367 0.861
H 0.940 -1.670 -0.592
H -0.066 -3.017 0.223
H -1.744 -1.757 -1.573
H -0.137 0.656 -0.708
H -2.496 0.077 -1.192
H -1.506 0.114 1.736
H -2.600 1.415 0.821
H 2.922 -1.039 0.921
*
```

Results of the natural (NBO) charge analysis, in e, for atoms 1 through 5:
1. C -0.43
2. N -0.91
3. C -0.71
4. C -0.11
5. C -0.30

***

A cluster of 2 separate species, C5H13NO in total in a non-equilibrium geometry, computed with ωB97M-V with the def2-TZVPD basis set.

Kohn-Sham gap (eV): 8.52
SMILES string: C=C(N)CCC.O
E_HOMO (Eh): -0.2811
Energy relative to the best compared isomer or geometry (same formula, charge and spin) (eV): 1.7666

ORCA input file:
```
! wB97M-V def2-TZVPD RIJCOSX def2/J DEFGRID3
* xyz 0 1
C 1.162 0.205 2.194
C 0.032 0.154 1.455
N -0.827 1.217 1.328
C -0.395 -1.138 0.789
C -1.816 -1.258 0.286
C -2.144 -0.493 -1.008
H 1.418 -0.671 2.767
H 1.570 1.173 2.475
H -1.775 1.145 1.014
H -0.621 1.982 1.944
H -0.019 -1.947 1.420
H 0.228 -1.132 -0.099
H -2.625 -1.173 1.012
H -1.864 -2.281 -0.117
H -3.082 -0.843 -1.439
H -1.452 -0.833 -1.770
H -2.168 0.589 -0.954
O 5.094 1.555 -3.714
H 4.400 1.720 -3.058
H 4.882 2.029 -4.523
*
```

Results of the natural (NBO) charge analysis, in e, for atoms 1 through 5:
1. C -0.60
2. C 0.25
3. N -0.82
4. C -0.45
5. C -0.42

***

The molecule C5H13NO in a non-equilibrium geometry, computed with ωB97M-V with the def2-TZVPD basis set.

Kohn-Sham gap (eV): 10.16
SMILES string: CC(C)[C@@H](N)CO
E_HOMO (Eh): -0.3435
Energy relative to the best compared isomer or geometry (same formula, charge and spin) (eV): 0.8787

ORCA input file:
```
! wB97M-V def2-TZVPD RIJCOSX def2/J DEFGRID3
* xyz 0 1
C 1.575 0.895 0.921
C 0.945 -0.474 0.718
C 1.790 -1.417 -0.128
C -0.504 -0.334 0.161
N -1.414 0.116 1.237
C -0.569 0.570 -1.060
O -1.842 0.411 -1.680
H 0.848 1.588 1.359
H 2.406 0.962 1.631
H 1.944 1.303 -0.021
H 0.760 -0.912 1.704
H 1.300 -2.408 -0.102
H 1.724 -1.186 -1.191
H 2.781 -1.576 0.267
H -0.794 -1.314 -0.199
H -2.233 -0.475 1.211
H -1.737 1.055 1.025
H 0.265 0.320 -1.728
H -0.421 1.619 -0.790
H -1.813 0.947 -2.489
*
```

Results of the natural (NBO) charge analysis, in e, for atoms 1 through 5:
1. C -0.62
2. C -0.22
3. C -0.61
4. C -0.06
5. N -0.84

***

A cluster of 2 separate species, C5H13NO in total in a non-equilibrium geometry, computed with ωB97M-V with the def2-TZVPD basis set.

Kohn-Sham gap (eV): 10.69
SMILES string: CC(N)=O.CCC
E_HOMO (Eh): -0.3642
Energy relative to the best compared isomer or geometry (same formula, charge and spin) (eV): 0.7185

ORCA input file:
```
! wB97M-V def2-TZVPD RIJCOSX def2/J DEFGRID3
* xyz 0 1
C -2.041 -0.306 -0.311
C -1.621 -0.663 1.094
N -0.429 -1.424 1.104
O -1.942 -0.217 2.170
H -1.950 -1.179 -0.954
H -1.439 0.464 -0.817
H -3.051 0.127 -0.341
H 0.069 -1.418 1.974
H -0.211 -2.057 0.357
C 2.711 1.242 -0.294
C 1.328 0.955 -0.867
C 1.322 0.355 -2.307
H 3.025 2.269 -0.519
H 3.386 0.673 -0.921
H 2.899 0.888 0.742
H 0.864 0.198 -0.207
H 0.709 1.854 -0.836
H 0.499 -0.327 -2.468
H 1.309 1.147 -3.063
H 2.250 -0.284 -2.404
*
```

Results of the natural (NBO) charge analysis, in e, for atoms 1 through 5:
1. C -0.73
2. C 0.68
3. N -0.86
4. O -0.59
5. H 0.22

***

A structure of composition C5H13NO in a non-equilibrium geometry, computed with ωB97M-V with the def2-TZVPD basis set.

Kohn-Sham gap (eV): 9.27
E_HOMO (Eh): -0.3183
Energy relative to the best compared isomer or geometry (same formula, charge and spin) (eV): 4.8222

ORCA input file:
```
! wB97M-V def2-TZVPD RIJCOSX def2/J DEFGRID3
* xyz 0 1
C 2.491 -1.111 -0.241
N 1.260 -1.758 -0.723
C 0.086 -0.977 -0.701
C -0.304 -0.304 0.404
C -3.675 1.481 1.035
O -0.683 1.085 0.480
C 2.652 0.251 -0.873
H 3.331 -1.744 -0.496
H 2.387 -0.944 0.830
H 1.171 -2.727 -0.457
H -0.425 -0.839 -1.661
H -2.770 1.979 0.734
H -0.131 -0.800 1.356
H -3.545 0.476 1.413
H -4.297 1.502 0.141
H -4.208 2.060 1.782
H -1.376 0.389 0.102
H 2.652 0.236 -1.955
H 3.538 0.812 -0.575
H 1.846 0.933 -0.593
*
```

Results of the natural (NBO) charge analysis, in e, for atoms 1 through 5:
1. C -0.21
2. N -0.65
3. C -0.05
4. C -0.03
5. C -0.86

***

The molecule C5H13NO in a non-equilibrium geometry, computed with ωB97M-V with the def2-TZVPD basis set.

Kohn-Sham gap (eV): 9.36
SMILES string: CCN[C@H](C)CO
E_HOMO (Eh): -0.3056
Energy relative to the best compared isomer or geometry (same formula, charge and spin) (eV): 1.2236

ORCA input file:
```
! wB97M-V def2-TZVPD RIJCOSX def2/J DEFGRID3
* xyz 0 1
C 1.019 2.402 0.447
C 1.315 0.951 0.806
N 0.908 -0.014 -0.217
C -0.203 -0.889 -0.054
C -0.148 -2.045 -1.059
C -1.526 -0.153 -0.155
O -2.652 -0.977 0.185
H -0.053 2.589 0.490
H 1.504 3.072 1.153
H 1.335 2.622 -0.573
H 2.384 0.821 0.978
H 0.812 0.663 1.727
H 1.543 -0.086 -0.990
H -0.175 -1.333 0.951
H -0.768 -1.810 -1.927
H 0.878 -2.183 -1.389
H -0.465 -2.985 -0.627
H -1.744 0.184 -1.165
H -1.535 0.731 0.493
H -2.429 -1.559 0.923
*
```

Results of the natural (NBO) charge analysis, in e, for atoms 1 through 5:
1. C -0.61
2. C -0.21
3. N -0.66
4. C -0.06
5. C -0.61

***

The molecule C5H13NO in a non-equilibrium geometry, computed with ωB97M-V with the def2-TZVPD basis set.

Kohn-Sham gap (eV): 9.78
SMILES string: CN[C@H](C)[C@@H](C)O
E_HOMO (Eh): -0.3226
Energy relative to the best compared isomer or geometry (same formula, charge and spin) (eV): 2.7268

ORCA input file:
```
! wB97M-V def2-TZVPD RIJCOSX def2/J DEFGRID3
* xyz 0 1
C -1.696 -0.736 -1.469
N -0.393 -0.800 -0.806
C -0.235 0.178 0.329
C -1.117 1.409 -0.014
C 1.229 0.386 0.766
C 1.954 -0.781 1.295
O 1.805 1.022 -0.386
H -1.886 0.330 -1.975
H -1.686 -1.457 -2.292
H -2.594 -0.886 -0.795
H -0.117 -1.690 -0.414
H -0.742 -0.384 1.269
H -0.391 2.023 -0.717
H -1.209 2.196 0.791
H -2.094 1.070 -0.199
H 1.200 1.299 1.440
H 1.447 -1.252 2.293
H 1.755 -1.768 0.730
H 3.025 -0.644 1.331
H 1.745 0.487 -1.177
*
```

Results of the natural (NBO) charge analysis, in e, for atoms 1 through 5:
1. C -0.42
2. N -0.67
3. C -0.03
4. C -0.66
5. C 0.06

***

A cluster of 2 separate species, C5H13NO in total in a non-equilibrium geometry, computed with ωB97M-V with the def2-TZVPD basis set.

Kohn-Sham gap (eV): 10.84
SMILES string: CCC(N)=O.CC
E_HOMO (Eh): -0.3669
Energy relative to the best compared isomer or geometry (same formula, charge and spin) (eV): 0.5683

ORCA input file:
```
! wB97M-V def2-TZVPD RIJCOSX def2/J DEFGRID3
* xyz 0 1
C 0.951 0.162 2.634
C 0.547 -0.756 1.452
C -0.664 -0.211 0.814
N -1.592 -1.203 0.435
O -0.960 0.939 0.595
H 1.124 1.203 2.358
H 1.908 -0.088 3.092
H 0.102 0.246 3.315
H 1.338 -0.540 0.717
H 0.617 -1.801 1.717
H -2.286 -0.902 -0.240
H -1.283 -2.167 0.398
C 0.178 1.173 -2.806
C 1.165 -0.021 -2.591
H 0.709 1.989 -2.318
H 0.084 1.455 -3.851
H -0.794 1.021 -2.351
H 2.075 0.343 -2.108
H 1.364 -0.548 -3.514
H 0.840 -0.733 -1.836
*
```

Results of the natural (NBO) charge analysis, in e, for atoms 1 through 5:
1. C -0.60
2. C -0.53
3. C 0.68
4. N -0.84
5. O -0.60

***

A cluster of 2 separate species, C5H13NO in total in a non-equilibrium geometry, computed with ωB97M-V with the def2-TZVPD basis set.

Kohn-Sham gap (eV): 10.62
SMILES string: CCC(N)=O.CC
E_HOMO (Eh): -0.3593
Energy relative to the best compared isomer or geometry (same formula, charge and spin) (eV): 0.7022

ORCA input file:
```
! wB97M-V def2-TZVPD RIJCOSX def2/J DEFGRID3
* xyz 0 1
C 0.959 1.720 0.679
C 0.098 0.957 1.674
C -0.949 0.001 1.138
N -2.201 0.119 1.707
O -0.712 -0.958 0.427
H 0.518 2.447 -0.003
H 1.512 0.969 0.116
H 1.716 2.420 1.084
H 0.850 0.352 2.192
H -0.416 1.644 2.343
H -2.994 -0.403 1.373
H -2.412 0.901 2.308
C 1.663 -1.131 -3.145
C 0.790 -0.779 -1.921
H 2.707 -1.150 -2.850
H 1.367 -2.151 -3.454
H 1.498 -0.501 -4.024
H 1.293 -1.094 -0.998
H -0.096 -1.377 -1.761
H 0.580 0.283 -1.918
*
```

Results of the natural (NBO) charge analysis, in e, for atoms 1 through 5:
1. C -0.61
2. C -0.50
3. C 0.68
4. N -0.83
5. O -0.62